(1)
Here is 2 unconnected molecules or ions with the total composition C7H14N2 at a distorted geometry from the Open Molecules 2025 dataset. Energies are from ωB97M-V/def2-TZVPD.

Calculated values
- E_HOMO: -8.717 eV
- LUMO energy: 0.925 eV
- ΔE to the lowest compared entry with this formula, charge and spin: 12.8 kcal per mole
- SMILES: Cc1c[nH]cn1.CCC
- E_tot: -10465.8129 eV
- HOMO-LUMO gap: 0.3543 Ha

Each line ends with the Mulliken charge.
Geometry (Å):
C 1.20497 -2.69365 -0.97160  -1.141
C 0.89432 -1.26961 -1.29107  0.642
C 0.05497 -0.72583 -2.20911  -0.625
N 0.21787 0.64598 -2.16592  -0.106
C 1.22970 0.85894 -1.22529  -0.535
N 1.59868 -0.27012 -0.68107  -0.436
H 2.25894 -2.88651 -1.16350  0.277
H 0.52930 -3.37561 -1.49373  0.309
H 0.99075 -2.93566 0.07497  0.276
H -0.53701 -1.17109 -2.99246  0.433
H 0.18543 1.12865 -3.05129  0.274
H 1.61687 1.81578 -0.92536  0.516
C -0.14979 2.04437 1.66773  -1.066
C -1.22182 1.06350 2.16771  -0.321
C -1.44004 -0.19468 1.28637  -0.344
H -0.35673 3.00022 2.16303  0.376
H -0.23274 2.32309 0.61617  0.226
H 0.84465 1.60388 1.75680  0.321
H -0.98777 0.81609 3.19919  0.287
H -2.14891 1.63541 2.12972  0.264
H -2.44155 -0.07733 0.87090  0.294
H -0.77980 -0.20063 0.42465  -0.232
H -1.33031 -1.13520 1.81315  0.311


(2)
Here is a gas-phase ion, C3HO3 (charge -1) at a distorted geometry from the Open Molecules 2025 dataset. Energies are from ωB97M-V/def2-TZVPD.

Calculated values
- E_HOMO: -4.324 eV
- LUMO energy: 4.020 eV
- ΔE to the lowest compared entry with this formula, charge and spin: 4.8 kcal per mole
- SMILES: O=C=CC(=O)[O-]
- E_tot: -9270.2346 eV
- Total charge: -1
- HOMO-LUMO gap: 0.3066 Ha

Each line ends with the Mulliken charge.
Geometry (Å):
O 2.17066 -0.86975 1.07806  -0.493
C 1.29525 -0.38974 0.46602  0.952
C 0.45042 0.21341 -0.27055  -0.976
C -1.25561 -0.01618 -0.23942  0.571
O -1.56848 -0.84055 0.63177  -0.676
O -1.84368 0.75743 -0.93159  -0.610
H 0.75144 1.14539 -0.73428  0.232


> Among the records above, which one has the lowest HOMO-LUMO gap?

C3HO3


> Which value of HOMO-LUMO gap does entry 2 give?

0.3066 Ha


> The lowest E_tot belongs to which entry?

C7H14N2


> The highest HOMO-LUMO gap belongs to which entry?

C7H14N2